Entry P
Density functional theory data (ωB97M-V/def2-TZVPD) for 3 unconnected molecules or ions with the total composition C4H6.

The geometry in XYZ format:
```
10
Properties=species:S:1:pos:R:3:nbo_charge:R:1
C -0.647 -0.011 0.127 -0.005
C 0.660 -0.218 0.078 -0.032
C -1.870 0.109 0.583 -0.458
C 1.913 0.033 0.374 -0.399
H -0.494 -0.067 -1.755 0.015
H 0.325 -0.283 -1.784 0.006
H -2.660 0.447 -0.077 0.216
H 2.525 -0.662 0.935 0.220
H 2.416 0.899 -0.043 0.212
H -2.169 -0.247 1.563 0.224
```

gap between HOMO and LUMO	8.363	eV
molecular weight	54.1	g/mol
E_HOMO	-0.306	Eh

---

Entry Q
Density functional theory data (ωB97M-V/def2-TZVPD) for C4H6 in the gas phase.

The geometry in XYZ format:
```
10
Properties=species:S:1:pos:R:3:nbo_charge:R:1
C 0.860 0.975 0.952 -0.621
C -0.245 0.631 0.004 -0.304
C -0.572 -0.607 -0.279 0.140
C -0.847 -1.649 -1.010 -0.539
H 1.608 1.679 0.585 0.211
H 1.362 0.074 1.304 0.217
H 0.408 1.429 1.842 0.220
H -0.806 1.435 -0.459 0.221
H -0.901 -1.254 -2.010 0.220
H -0.868 -2.713 -0.928 0.235
```

gap between HOMO and LUMO	8.695	eV
molecular weight	54.1	g/mol
SMILES	C=C=CC
E_HOMO	-0.298	Eh

---

Which of them is the most stable, and which is the least stable? entry Q and entry P, in that order.

---

Entry P
Density functional theory data (ωB97M-V/def2-TZVPD) for C4H4N2O in the gas phase.

The geometry in XYZ format:
```
11
Properties=species:S:1:pos:R:3:nbo_charge:R:1
N 1.531 -0.155 0.333 -0.609
C 1.264 0.481 -0.859 0.331
C 0.506 -1.034 -0.231 -0.031
C -0.770 -0.736 0.149 -0.277
C -1.073 0.600 0.612 -0.027
N -0.500 1.708 0.253 -0.098
O 0.411 1.540 -0.795 -0.355
H 1.214 0.278 1.208 0.363
H 0.832 -1.954 -0.703 0.242
H -1.564 -1.475 0.120 0.238
H -1.893 0.768 1.307 0.223
```

gap between HOMO and LUMO (alpha / beta)	8.278 / 8.279	eV
molecular weight	96.1	g/mol
E_HOMO (alpha / beta)	-0.322 / -0.322	Eh

---

Entry Q
Density functional theory data (ωB97M-V/def2-TZVPD) for 2 unconnected molecules or ions with the total composition C4H4N2O.

The geometry in XYZ format:
```
11
Properties=species:S:1:pos:R:3:nbo_charge:R:1
O 2.484 -1.399 -0.300 -0.447
C 1.626 -0.634 -0.130 0.816
C 1.146 0.635 -0.007 -0.623
C -0.186 1.153 -0.015 0.167
N -1.284 0.517 -0.210 -0.680
C -1.155 -1.486 0.153 0.227
N -0.045 -1.840 0.294 -0.481
H 1.955 1.354 0.081 0.260
H -0.215 2.237 0.154 0.179
H -2.109 1.112 -0.127 0.365
H -2.217 -1.649 0.107 0.216
```

gap between HOMO and LUMO	9.613	eV
molecular weight	96.1	g/mol
SMILES	[H]/N=C/C=C=O.C#N
E_HOMO	-0.329	Eh

---

Entry R
Density functional theory data (ωB97M-V/def2-TZVPD) for C4H4N2O in the gas phase.

The geometry in XYZ format:
```
11
Properties=species:S:1:pos:R:3:nbo_charge:R:1
C -1.637 -0.551 0.054 -0.671
C -0.176 0.003 0.082 0.188
C 2.048 -0.183 0.133 0.729
C 0.520 1.328 0.001 0.122
H -2.194 -0.012 -0.796 0.228
H -2.202 -0.555 1.056 0.249
H -1.773 -1.761 -0.466 0.256
H -0.053 2.324 0.000 0.208
N 0.724 -0.870 -0.039 -0.432
N 1.719 1.239 -0.024 -0.445
O 3.025 -0.962 -0.001 -0.431
```

gap between HOMO and LUMO	8.843	eV
molecular weight	96.1	g/mol
SMILES	CC1=NC(=O)N=C1
E_HOMO	-0.379	Eh

---

Entry S
Density functional theory data (ωB97M-V/def2-TZVPD) for 2 unconnected molecules or ions with the total composition C4H4N2O.

The geometry in XYZ format:
```
11
Properties=species:S:1:pos:R:3:nbo_charge:R:1
C 2.305 0.669 0.320 -0.010
C 1.092 0.286 -0.363 0.504
C -1.724 -0.847 0.276 -0.493
C -1.745 0.397 -0.257 0.142
N 2.668 -0.518 0.013 -0.083
N 1.243 -0.925 -0.563 -0.273
O -0.661 1.148 -0.101 -0.602
H 2.789 1.484 0.669 0.230
H -2.631 -1.457 0.281 0.202
H -0.789 -1.205 0.524 0.198
H -2.546 0.966 -0.799 0.183
```

gap between HOMO and LUMO (alpha / beta)	6.659 / 6.661	eV
molecular weight	96.1	g/mol
E_HOMO (alpha / beta)	-0.307 / -0.307	Eh

---

Which of them is the most stable, and which is the least stable? entry Q and entry S, in that order.

---

Entry P
Density functional theory data (ωB97M-V/def2-TZVPD) for 2 unconnected molecules or ions with the total composition C4H4N2O.

The geometry in XYZ format:
```
11
Properties=species:S:1:pos:R:3:nbo_charge:R:1
O 2.514 -1.397 -0.160 -0.455
C 1.622 -0.652 -0.074 0.809
C 1.138 0.620 -0.017 -0.621
C -0.183 1.152 -0.010 0.168
N -1.310 0.532 -0.088 -0.683
C -1.165 -1.497 0.091 0.244
N -0.048 -1.859 0.139 -0.480
H 1.941 1.351 0.015 0.257
H -0.187 2.244 0.063 0.179
H -2.098 1.173 -0.047 0.366
H -2.225 -1.667 0.088 0.216
```

gap between HOMO and LUMO	9.641	eV
molecular weight	96.1	g/mol
SMILES	[H]/N=C/C=C=O.C#N
E_HOMO	-0.327	Eh

---

Entry Q
Density functional theory data (ωB97M-V/def2-TZVPD) for C4H4N2O in the gas phase.

The geometry in XYZ format:
```
11
Properties=species:S:1:pos:R:3:nbo_charge:R:1
C -2.357 0.182 -0.302 0.238
C -0.837 0.421 -0.445 0.096
C 1.451 0.060 -0.094 -0.105
C 0.097 -0.512 0.387 -0.447
H 1.838 0.384 0.773 0.194
H 1.915 -0.949 -0.643 0.196
H 0.014 -0.558 1.435 0.233
H 0.284 -1.782 0.203 0.220
N -3.394 0.069 0.404 -0.251
N -0.213 1.437 -0.903 -0.031
O 1.201 1.247 -0.816 -0.343
```

gap between HOMO and LUMO	9.828	eV
molecular weight	96.1	g/mol
SMILES	N#CC1=NOCC1
E_HOMO	-0.375	Eh

---

Entry R
Density functional theory data (ωB97M-V/def2-TZVPD) for C4H4N2O in the gas phase.

The geometry in XYZ format:
```
11
Properties=species:S:1:pos:R:3:nbo_charge:R:1
O -0.460 2.424 1.059 -0.555
C -0.158 1.410 0.467 0.598
C -1.154 0.525 -0.164 -0.340
C -0.818 -0.741 -0.443 0.021
N 0.486 -1.159 -0.235 -0.584
C 1.435 -0.216 0.079 0.291
N 1.198 1.013 0.344 -0.485
H -2.159 0.898 -0.320 0.239
H -1.493 -1.467 -0.887 0.217
H 0.661 -2.106 0.060 0.413
H 2.463 -0.581 0.041 0.186
```

gap between HOMO and LUMO	9.876	eV
molecular weight	96.1	g/mol
SMILES	O=c1cc[nH]cn1
E_HOMO	-0.347	Eh

---

Which of them is the most stable, and which is the least stable? entry R and entry Q, in that order.